C34H97N7O13 | ωB97M-V with the def2-TZVPD basis set

Last column: Mulliken charge in e.
CARTESIAN COORDINATES (ANGSTROEM)
C (12.345, -11.601, -1.105)  -0.620
C (13.708, -11.092, -0.750)  -0.363
O (14.598, -11.980, -0.161)  0.029
O (11.485, -11.616, 0.115)  -0.598
H (12.342, -12.571, -1.561)  0.247
H (11.815, -10.899, -1.696)  0.422
H (13.581, -10.221, -0.116)  0.311
H (14.150, -10.755, -1.695)  0.335
H (14.100, -12.274, 0.616)  0.109
H (11.909, -12.110, 0.819)  0.342
C (18.782, -9.784, -5.203)  -0.508
C (20.157, -9.854, -4.637)  0.078
O (20.188, -9.272, -3.334)  -0.578
O (17.783, -10.337, -4.293)  -0.496
H (18.738, -10.378, -6.119)  0.359
H (18.482, -8.716, -5.388)  0.284
H (20.871, -9.374, -5.254)  0.398
H (20.389, -10.908, -4.712)  -0.222
H (20.274, -10.076, -2.747)  0.454
H (17.829, -9.731, -3.523)  0.299
C (20.721, -17.463, -2.865)  -0.931
C (21.927, -16.568, -3.198)  0.121
C (21.515, -15.104, -3.681)  -0.061
O (20.522, -15.094, -4.734)  -0.384
C (20.056, -13.757, -5.027)  -0.405
N (22.877, -16.465, -2.117)  -0.494
H (19.989, -17.423, -3.659)  0.428
H (20.142, -17.197, -1.878)  -0.188
H (21.143, -18.440, -2.684)  0.419
H (22.475, -17.013, -4.033)  0.386
H (22.408, -14.531, -4.112)  0.287
H (21.178, -14.525, -2.836)  -0.179
H (20.813, -13.288, -5.709)  0.390
H (20.115, -13.189, -4.109)  -0.075
H (19.044, -13.760, -5.535)  0.265
H (22.697, -15.797, -1.354)  0.199
H (23.782, -16.243, -2.490)  0.296
C (20.905, -17.076, 1.168)  -0.059
C (21.629, -18.260, 1.705)  1.667
C (21.124, -19.550, 1.073)  -0.662
O (19.806, -19.880, 1.380)  -0.065
C (19.289, -20.927, 0.559)  -1.004
N (23.055, -18.110, 1.620)  -0.768
H (21.233, -16.848, 0.130)  -0.673
H (21.083, -16.210, 1.811)  0.448
H (19.819, -17.269, 1.347)  -0.244
H (21.444, -18.297, 2.846)  -0.579
H (21.819, -20.372, 1.318)  0.327
H (21.143, -19.467, -0.075)  0.132
H (20.041, -21.652, 0.409)  0.450
H (18.921, -20.517, -0.423)  0.269
H (18.516, -21.477, 1.072)  0.258
H (23.400, -17.965, 0.689)  0.217
H (23.590, -18.827, 2.065)  0.224
C (18.030, -9.004, 3.171)  -1.030
C (17.894, -7.757, 4.131)  0.605
C (18.808, -7.875, 5.302)  -0.928
O (18.527, -9.008, 6.119)  -0.212
C (19.330, -9.142, 7.236)  -0.567
N (18.198, -6.474, 3.418)  -0.729
H (18.932, -8.974, 2.586)  0.556
H (17.196, -8.993, 2.414)  0.289
H (17.949, -9.924, 3.806)  -0.081
H (16.848, -7.733, 4.375)  0.198
H (18.742, -6.992, 5.892)  0.393
H (19.875, -7.944, 5.009)  0.386
H (19.402, -10.188, 7.431)  0.113
H (18.957, -8.665, 8.183)  0.225
H (20.324, -8.680, 6.989)  0.310
H (17.576, -5.680, 3.796)  0.257
H (18.081, -6.415, 2.395)  0.238
C (20.527, -18.639, 6.105)  -1.601
C (19.222, -17.899, 5.795)  1.449
C (18.449, -18.656, 4.750)  -0.368
O (17.242, -17.973, 4.476)  -0.156
C (16.531, -18.515, 3.352)  -0.553
N (18.348, -17.746, 7.019)  -0.736
H (20.788, -19.141, 5.169)  0.308
H (20.362, -19.351, 6.903)  0.420
H (21.311, -18.011, 6.371)  0.420
H (19.332, -16.914, 5.374)  -0.335
H (18.304, -19.706, 5.118)  0.374
H (19.027, -18.810, 3.854)  -0.272
H (17.262, -18.721, 2.568)  0.102
H (15.830, -17.747, 3.048)  0.140
H (16.018, -19.426, 3.662)  0.327
H (17.871, -18.624, 7.161)  0.365
H (17.547, -17.179, 6.635)  0.156
C (14.679, -10.697, 3.379)  -0.499
C (13.915, -11.721, 4.231)  0.274
C (14.145, -13.055, 3.573)  -0.425
O (13.485, -12.994, 2.237)  -0.354
C (13.326, -14.332, 1.656)  -1.034
N (14.355, -11.805, 5.689)  -0.641
H (15.727, -11.074, 3.278)  -0.091
H (14.832, -9.708, 3.832)  0.370
H (14.255, -10.599, 2.339)  0.046
H (12.797, -11.585, 4.239)  0.189
H (13.567, -13.850, 4.181)  0.262
H (15.121, -13.342, 3.302)  0.092
H (14.325, -14.738, 1.323)  0.427
H (12.661, -14.164, 0.856)  0.356
H (12.889, -15.018, 2.357)  0.401
H (15.288, -12.245, 5.708)  -0.060
H (14.467, -10.864, 6.112)  0.305
C (19.246, -13.978, 6.604)  -0.798
C (18.056, -13.129, 7.017)  1.426
C (16.785, -13.920, 7.100)  -1.719
O (16.379, -14.525, 5.914)  0.706
C (15.202, -15.359, 5.967)  -0.971
N (18.447, -12.471, 8.251)  -0.640
H (19.772, -14.355, 7.516)  0.466
H (19.965, -13.482, 5.971)  0.242
H (18.865, -14.842, 5.983)  -0.401
H (17.819, -12.414, 6.203)  -0.447
H (15.932, -13.274, 7.395)  0.581
H (16.889, -14.678, 7.868)  0.390
H (15.164, -16.093, 6.804)  0.388
H (15.227, -15.860, 4.967)  0.068
H (14.339, -14.697, 6.054)  0.335
H (18.879, -13.178, 8.883)  0.330
H (17.595, -12.189, 8.757)  0.264
C (18.936, -14.345, -1.133)  -0.709
C (17.874, -13.474, -0.372)  0.690
C (18.130, -13.397, 1.198)  -0.898
O (17.946, -14.693, 1.724)  1.052
C (18.126, -14.852, 3.137)  -0.270
N (17.897, -12.074, -0.843)  -0.294
H (18.831, -14.106, -2.205)  0.425
H (18.669, -15.417, -1.023)  -0.872
H (19.952, -14.155, -0.796)  0.332
H (16.944, -14.063, -0.561)  0.020
H (17.292, -12.831, 1.648)  -0.235
H (19.105, -12.993, 1.469)  0.425
H (17.354, -14.299, 3.691)  -0.035
H (19.081, -14.360, 3.378)  0.406
H (18.069, -15.852, 3.552)  -0.507
H (17.145, -11.533, -0.329)  0.070
H (17.688, -12.013, -1.894)  0.379
C (21.050, -10.798, -0.120)  -0.771
O (20.501, -11.298, -1.340)  -0.626
H (21.928, -10.280, -0.404)  0.357
H (20.339, -9.995, 0.260)  0.228
H (21.323, -11.553, 0.615)  0.257
H (19.554, -11.469, -1.015)  0.495
C (17.013, -17.266, -0.624)  -0.336
O (16.203, -16.604, 0.325)  -0.553
H (17.230, -16.579, -1.514)  0.297
H (17.992, -17.594, -0.154)  -0.095
H (16.501, -18.176, -1.028)  0.372
H (16.675, -15.973, 0.872)  0.202

Results
- molar mass (g/mol) = 812.186
- largest force on an atom (eV Å⁻¹) = 3.96
- ΔE to the lowest compared entry with this formula, charge and spin (kcal per mole) = 32.1
- calculated total energy (a.u.) = -2714.7422
- charge = 0
- Kohn-Sham gap (eV) = 9.85

***

C2HBr3 | ωB97M-V with the def2-TZVPD basis set

Last column: Mulliken charge in e.
CARTESIAN COORDINATES (ANGSTROEM)
C (0.939, 0.127, 0.213)  -0.132
C (0.833, 1.235, -0.169)  -0.295
Br (-1.324, -2.205, -1.128)  0.003
Br (0.456, 2.930, -0.755)  -0.015
Br (-2.042, -1.546, 0.863)  -0.013
H (1.138, -0.541, 0.975)  0.451

Results
- molar mass (g/mol) = 264.742
- ⟨S²⟩ = 2.01
- largest force on an atom (eV Å⁻¹) = 6.16
- 2S+1 = 3
- ΔE to the lowest compared entry with this formula, charge and spin (kcal per mole) = 14.6
- calculated total energy (a.u.) = -7798.6390
- charge = 0
- Kohn-Sham gap (spin up / spin down) (eV) = 7.95 / 6.23